Record 1
{
  "formula": "CH4N2O2S",
  "method": "wB97M-V/def2-TZVPD",
  "lumo_energy_ev": 0.67,
  "orbital_gap_ev": 10.16,
  "homo_energy_ev": -9.5,
  "spin_multiplicity": 1,
  "total_charge": 0,
  "symbols": ["C", "N", "N", "O", "O", "S", "H", "H", "H", "H"],
  "xyz": [[-1.221, -0.768, 0.054], [0.626, -1.346, -0.466], [-0.917, 0.456, 0.523], [0.188, 0.495, 1.276], [1.598, 1.054, -0.832], [1.485, -0.341, 0.183], [-1.862, -0.816, -0.811], [-1.302, -1.551, 0.792], [-0.922, 1.203, -0.172], [2.326, 1.613, -0.548]]
}

Record 2
{
  "formula": "C2H3O3",
  "method": "wB97M-V/def2-TZVPD",
  "lumo_energy_ev": 4.30,
  "orbital_gap_ev": 8.43,
  "homo_energy_ev": -4.1,
  "spin_multiplicity": 1,
  "total_charge": -1,
  "symbols": ["O", "C", "H", "H", "O", "C", "O", "H"],
  "xyz": [[1.838, 0.617, -1.769], [0.733, 0.221, -1.502], [0.095, 0.708, -0.762], [0.300, -0.686, -1.952], [-0.353, 0.960, 1.519], [-0.745, -0.221, 1.471], [-1.099, -0.903, 0.491], [-0.769, -0.697, 2.504]]
}

Record 3
{
  "formula": "C3H7NO2",
  "method": "wB97M-V/def2-TZVPD",
  "lumo_energy_ev": 0.93,
  "smiles": "NC(=O)O.C=C",
  "orbital_gap_ev": 11.21,
  "homo_energy_ev": -10.3,
  "spin_multiplicity": 1,
  "total_charge": 0,
  "symbols": ["C", "C", "O", "C", "O", "N", "H", "H", "H", "H", "H", "H", "H"],
  "xyz": [[-2.242, 0.131, -0.029], [-1.678, -0.711, -0.893], [0.879, 1.136, -0.667], [1.379, 0.377, 0.141], [0.698, -0.527, 0.868], [2.711, 0.301, 0.419], [-1.985, 1.188, -0.042], [-0.240, -0.440, 0.607], [-2.955, -0.201, 0.722], [-1.888, -1.778, -0.882], [-0.943, -0.353, -1.609], [2.991, -0.206, 1.243], [3.272, 1.082, 0.123]]
}

Record 4
{
  "formula": "C36H54O31S",
  "method": "wB97M-V/def2-TZVPD",
  "lumo_energy_ev": 3.68,
  "orbital_gap_ev": 8.02,
  "homo_energy_ev": -4.3,
  "spin_multiplicity": 1,
  "total_charge": -2,
  "symbols": ["S", "O", "O", "O", "O", "C", "C", "C", "O", "C", "O", "O", "H", "H", "H", "H", "H", "H", "C", "C", "C", "O", "C", "O", "O", "H", "H", "H", "H", "H", "H", "C", "C", "C", "O", "C", "O", "O", "H", "H", "H", "H", "H", "H", "C", "C", "C", "O", "C", "O", "O", "H", "H", "H", "H", "H", "H", "C", "C", "C", "O", "C", "O", "O", "H", "H", "H", "H", "H", "H", "C", "C", "C", "O", "C", "O", "O", "H", "H", "H", "H", "H", "H", "C", "C", "C", "O", "C", "O", "O", "H", "H", "H", "H", "H", "H", "C", "C", "C", "O", "C", "O", "O", "H", "H", "H", "H", "H", "H", "C", "C", "C", "O", "C", "O", "O", "H", "H", "H", "H", "H", "H"],
  "xyz": [[0.102, -0.765, 0.182], [0.406, -1.184, 1.516], [-0.067, 0.734, 0.179], [1.257, -1.019, -0.666], [-0.994, -1.521, -0.292], [-3.195, 4.497, -2.120], [-2.581, 4.753, -0.809], [-1.421, 3.843, -0.450], [-0.265, 4.647, -0.618], [-0.612, 5.866, -0.838], [0.212, 6.876, -0.793], [-1.891, 6.004, -0.891], [-3.816, 5.366, -2.657], [-3.684, 3.627, -2.009], [-2.414, 4.496, -2.911], [-3.215, 4.695, 0.015], [-1.255, 2.787, -0.971], [-1.565, 3.648, 0.555], [1.556, -0.453, 4.878], [1.171, 0.802, 4.213], [-0.223, 0.900, 3.646], [-0.994, 1.755, 4.505], [-0.152, 2.306, 5.325], [-0.381, 3.124, 6.302], [1.150, 1.903, 5.227], [2.525, -0.418, 5.444], [1.532, -1.474, 4.117], [0.909, -0.769, 5.640], [1.981, 1.154, 3.598], [-0.447, -0.163, 3.614], [-0.160, 1.080, 2.610], [1.925, 5.230, 2.023], [2.087, 3.696, 2.365], [2.426, 2.804, 1.062], [3.829, 2.881, 1.028], [4.321, 3.165, 2.254], [5.526, 3.201, 2.522], [3.294, 3.428, 3.114], [1.865, 5.744, 2.888], [0.822, 5.441, 1.746], [2.579, 5.742, 1.295], [1.331, 3.168, 2.967], [1.848, 3.341, 0.139], [1.952, 1.873, 1.022], [-3.105, -6.219, -0.951], [-2.777, -5.012, -0.119], [-3.716, -3.802, -0.402], [-4.653, -3.932, 0.675], [-4.186, -4.603, 1.642], [-4.627, -4.504, 2.726], [-3.151, -5.212, 1.240], [-4.129, -6.204, -0.955], [-2.855, -7.129, -0.255], [-2.499, -6.366, -1.711], [-1.723, -4.726, -0.233], [-4.191, -3.873, -1.494], [-3.143, -2.795, -0.125], [-3.457, -0.888, 2.006], [-3.735, 0.689, 2.351], [-2.867, 1.633, 1.492], [-3.885, 2.597, 1.193], [-4.994, 2.141, 1.442], [-6.047, 2.794, 1.131], [-5.056, 0.998, 1.958], [-2.516, -1.040, 2.143], [-3.821, -1.122, 0.933], [-4.162, -1.657, 2.368], [-3.466, 0.673, 3.412], [-2.469, 1.211, 0.597], [-2.209, 2.223, 2.018], [3.444, -4.183, -2.319], [2.074, -4.200, -1.684], [0.831, -3.712, -2.513], [0.342, -4.873, -2.933], [0.716, -5.871, -2.109], [0.380, -7.072, -2.176], [1.764, -5.534, -1.390], [3.596, -3.240, -2.882], [3.431, -4.905, -3.029], [4.363, -4.565, -1.575], [2.143, -3.431, -0.835], [1.027, -3.037, -3.338], [0.010, -3.269, -1.708], [4.485, -0.572, 0.102], [3.797, -0.604, 1.529], [3.646, -2.124, 2.046], [4.420, -2.334, 3.077], [4.828, -1.046, 3.526], [5.361, -0.918, 4.615], [4.447, -0.102, 2.655], [4.739, 0.397, -0.168], [3.760, -0.903, -0.738], [5.532, -1.139, 0.054], [2.791, -0.163, 1.511], [3.830, -2.826, 1.030], [2.508, -2.108, 2.078], [-2.776, 1.005, -2.604], [-2.078, -0.169, -3.140], [-2.817, -1.517, -2.993], [-3.076, -1.905, -4.374], [-2.712, -1.085, -5.203], [-2.928, -1.183, -6.372], [-2.207, 0.017, -4.590], [-3.715, 1.195, -3.074], [-2.144, 1.780, -2.967], [-2.995, 0.999, -1.562], [-0.908, -0.216, -2.838], [-3.786, -1.336, -2.296], [-2.174, -2.076, -2.452], [1.266, 1.982, -2.768], [2.501, 1.171, -2.534], [2.595, -0.192, -3.252], [3.437, -0.046, -4.341], [4.027, 1.213, -4.137], [4.943, 1.522, -4.851], [3.575, 1.872, -3.193], [0.299, 1.814, -2.319], [1.065, 2.105, -4.018], [1.400, 3.053, -2.509], [2.707, 1.118, -1.458], [1.448, -0.498, -3.455], [2.953, -0.974, -2.575]]
}

Record 5
{
  "formula": "C24H60N2O10",
  "method": "wB97M-V/def2-TZVPD",
  "lumo_energy_ev": -0.07,
  "smiles": "CC1(C)CCCC(C)(C)N1O.CC1(C)CCCC(C)(C)N1O.OCCO.OCCO.OCCO.O.O",
  "orbital_gap_ev": 8.25,
  "homo_energy_ev": -8.3,
  "spin_multiplicity": 1,
  "total_charge": 0,
  "symbols": ["O", "H", "H", "O", "H", "H", "C", "C", "C", "C", "C", "C", "N", "O", "C", "C", "C", "H", "H", "H", "H", "H", "H", "H", "H", "H", "H", "H", "H", "H", "H", "H", "H", "H", "H", "H", "C", "C", "C", "C", "C", "C", "N", "O", "C", "C", "C", "H", "H", "H", "H", "H", "H", "H", "H", "H", "H", "H", "H", "H", "H", "H", "H", "H", "H", "H", "C", "C", "O", "O", "H", "H", "H", "H", "H", "H", "C", "C", "O", "O", "H", "H", "H", "H", "H", "H", "C", "C", "O", "O", "H", "H", "H", "H", "H", "H"],
  "xyz": [[0.656, -1.322, -2.156], [0.393, -1.403, -3.073], [1.213, -2.084, -1.998], [0.704, 0.473, -0.175], [0.793, -0.019, -0.992], [-0.095, 0.130, 0.225], [2.567, -4.979, 4.594], [2.963, -3.602, 3.914], [2.440, -3.683, 2.428], [2.209, -2.346, 1.799], [1.359, -1.449, 2.736], [2.011, -1.186, 4.163], [2.318, -2.517, 4.754], [2.896, -2.404, 6.060], [3.261, -0.264, 4.103], [0.860, -0.432, 4.898], [4.505, -3.490, 3.822], [3.211, -5.728, 4.133], [1.519, -5.260, 4.487], [2.859, -4.759, 5.621], [3.085, -4.209, 1.723], [1.462, -4.152, 2.537], [1.790, -2.595, 0.824], [3.115, -1.765, 1.627], [0.380, -1.928, 2.741], [1.181, -0.489, 2.251], [4.042, -0.843, 3.610], [3.070, 0.568, 3.425], [3.662, 0.137, 5.033], [-0.077, -0.987, 4.924], [1.068, -0.289, 5.959], [0.786, 0.577, 4.492], [4.912, -3.309, 4.817], [4.819, -2.654, 3.197], [4.953, -4.339, 3.306], [3.758, -1.989, 5.980], [-3.272, 3.811, -1.863], [-2.824, 2.379, -2.232], [-2.846, 1.494, -0.994], [-4.205, 0.923, -0.661], [-4.701, 0.216, -1.888], [-4.922, 1.093, -3.135], [-3.677, 1.825, -3.378], [-3.712, 2.599, -4.554], [-5.197, 0.223, -4.284], [-6.198, 1.896, -2.947], [-1.292, 2.491, -2.680], [-4.250, 3.857, -1.382], [-3.495, 4.373, -2.770], [-2.574, 4.440, -1.310], [-2.036, 0.764, -1.004], [-2.484, 2.104, -0.167], [-4.792, 1.783, -0.336], [-4.302, 0.190, 0.139], [-5.575, -0.376, -1.617], [-3.971, -0.565, -2.096], [-5.461, 0.689, -5.233], [-4.338, -0.417, -4.484], [-6.116, -0.337, -4.112], [-6.050, 2.666, -2.190], [-6.511, 2.430, -3.844], [-6.949, 1.230, -2.521], [-0.868, 1.520, -2.935], [-0.716, 3.024, -1.924], [-1.329, 3.103, -3.582], [-3.052, 2.255, -5.161], [3.622, 0.165, -3.388], [3.560, 1.129, -4.591], [3.477, 2.455, -4.168], [4.883, 0.421, -2.737], [3.564, -0.857, -3.761], [2.993, 0.304, -2.509], [2.573, 0.974, -5.025], [4.360, 1.045, -5.327], [3.247, 3.084, -4.856], [5.073, 1.358, -2.822], [-2.560, -2.393, 0.164], [-2.461, -1.661, 1.465], [-1.568, -0.578, 1.382], [-3.516, -3.501, 0.044], [-1.599, -2.713, -0.240], [-2.875, -1.575, -0.482], [-2.288, -2.365, 2.278], [-3.510, -1.409, 1.622], [-1.780, 0.036, 2.089], [-4.317, -3.286, 0.526], [2.513, 3.851, -0.530], [3.039, 2.509, -0.128], [2.416, 2.056, 1.067], [2.855, 5.012, 0.346], [1.443, 3.819, -0.734], [2.874, 4.079, -1.533], [4.111, 2.543, 0.065], [2.848, 1.781, -0.917], [1.534, 1.775, 0.810], [2.556, 4.848, 1.244]]
}